The following is a DFT calculation (ωB97M-V/def2-TZVPD) of 6 unconnected molecules or ions with the total composition C57H78IN6O13 in a non-equilibrium geometry.

Geometry as XYZ:
```
155
Properties=species:S:1:pos:R:3:forces:R:3:lowdin_charge:R:1
C 5.131020 4.647158 -4.368646 -0.0064 0.4347 -1.3335 0.060
C 4.813757 4.540731 -3.108066 -0.5156 0.3073 0.5556 -0.089
C 3.492427 4.087023 -2.522843 1.4004 -0.1356 1.4863 -0.310
C 3.470054 2.548319 -2.625730 -0.1005 0.2343 -0.6668 -0.100
C 3.442173 1.980588 -4.067843 -0.6837 -0.5627 0.3507 -0.155
C 2.277380 0.965803 -4.188133 0.9655 -0.0136 0.7445 -0.163
C 2.624456 -0.295510 -3.351362 -0.6129 0.3419 0.3473 -0.133
C 1.749537 -0.460780 -2.094267 -0.0853 -0.1018 0.0038 -0.223
O 0.717369 -1.424312 -2.249651 0.2788 0.3248 0.4209 -0.209
C 0.814766 -2.503484 -1.330433 -0.6250 -0.4856 -0.6125 -0.085
C 3.428692 4.518700 -1.037303 -0.6913 0.0739 0.2574 -0.196
C 4.457262 3.785889 -0.142617 -0.7183 -0.5516 -0.3021 -0.142
C 3.817727 2.606939 0.601466 0.4222 0.2211 0.8535 -0.220
C 2.802903 3.074052 1.649638 -0.5660 -0.1922 -1.0590 -0.082
C 3.406750 6.056584 -0.794915 0.2635 -0.1583 -0.5243 -0.275
C 4.786642 6.725900 -0.785483 0.3107 0.6865 -0.0092 -0.220
C 4.939652 7.761717 0.342228 0.5060 -1.1455 0.5848 -0.207
C 5.056064 7.079656 1.729929 -0.3366 1.0625 -0.0481 -0.205
C 6.019802 7.792980 2.694502 -0.2913 -1.2978 0.3088 -0.156
C 5.699623 7.367435 4.129172 0.0341 0.1761 0.1327 -0.216
O 6.118422 6.028063 4.379240 -0.1430 0.3165 -0.2679 -0.135
C 5.061595 5.103731 4.452229 -0.1099 -0.9670 -0.1039 -0.303
C 5.636400 3.710998 4.294131 0.1941 0.0539 -0.0275 -0.065
C 2.341233 6.699064 -1.721530 -0.0790 -0.1462 0.5203 -0.612
I 2.549012 8.834847 -2.035276 -0.2234 -0.2993 -0.0165 1.013
C 2.174443 6.120820 -3.122755 0.6708 1.3755 0.0602 -0.179
N 2.323007 4.653382 -3.278227 0.6289 0.1814 -0.6565 -0.007
O 1.177311 3.864563 -3.172153 -0.0488 -0.0820 0.2476 -0.035
C 0.164072 4.344727 -2.271283 -1.6468 -0.1964 -0.0354 -0.147
C -0.782269 3.163530 -1.991297 1.1290 -0.0874 0.4821 -0.131
C -1.216865 3.113850 -0.510631 -0.4981 -0.4337 -0.2012 -0.229
C -0.877416 1.796748 0.187437 -0.1807 0.3163 0.6268 -0.090
H 4.401974 4.757061 -5.163766 -0.0606 -0.5730 -0.2177 0.074
H 6.155008 4.691877 -4.695985 0.2189 0.5161 0.0308 0.084
H 5.578297 4.774540 -2.389653 0.2416 -0.6359 0.3211 0.113
H 4.352933 2.148195 -2.144759 0.2148 0.2727 0.2337 0.127
H 2.634238 2.203671 -2.025848 -0.2532 -0.1592 -0.1517 0.101
H 3.402619 2.741848 -4.847315 -0.1341 0.0792 0.0183 0.093
H 4.367810 1.436758 -4.227202 0.2161 0.1054 -0.2514 0.117
H 1.440885 1.432273 -3.679152 -0.5374 0.0402 -0.5458 0.077
H 2.059650 0.726834 -5.223536 -0.1508 0.0073 -0.0687 0.112
H 2.513804 -1.202851 -3.932758 0.1928 -0.1162 -0.1398 0.101
H 3.649240 -0.232454 -2.992869 0.2507 -0.0894 -0.2267 0.107
H 1.255851 0.479034 -1.827452 0.0546 0.1515 -0.0721 0.085
H 2.379535 -0.720438 -1.241128 0.0284 -0.1436 0.0443 0.116
H 1.113735 -2.204464 -0.327346 0.2235 0.1351 -0.0319 0.089
H -0.176028 -2.948296 -1.251226 -0.1001 0.0554 0.0064 0.082
H 1.460511 -3.276540 -1.754969 0.3084 -0.0019 0.3231 0.093
H 2.465480 4.148923 -0.673019 -0.1461 0.0805 -0.1162 0.120
H 4.828456 4.446302 0.634032 0.1772 0.1847 -0.1543 0.092
H 5.284577 3.418691 -0.744547 0.3000 0.1636 0.1126 0.114
H 3.347237 1.888843 -0.064877 0.0200 -0.0872 -0.0739 0.089
H 4.614280 2.086243 1.133669 0.1324 -0.1493 -0.1221 0.113
H 1.871145 3.298071 1.120989 -0.1676 0.2218 0.2288 0.057
H 2.539535 2.276125 2.333501 0.1276 0.0142 0.3298 0.073
H 3.115485 3.979703 2.164535 0.1448 -0.0735 0.2428 0.067
H 3.013994 6.172749 0.214388 -0.0548 -0.0333 0.1256 0.140
H 5.036794 7.209942 -1.729823 -0.2582 -0.0512 -0.2418 0.089
H 5.597360 6.018945 -0.622105 -0.0986 -0.3086 -0.0188 0.106
H 5.872384 8.297306 0.182842 -0.0860 0.3700 -0.2315 0.116
H 4.091557 8.434359 0.402485 0.1343 0.3543 -0.2731 0.056
H 5.358871 6.036902 1.669496 -0.0358 -0.0780 -0.0729 0.093
H 4.063218 7.137700 2.180762 -0.1062 -0.3814 0.1056 0.107
H 6.017974 8.874418 2.592249 -0.0455 0.1102 -0.0659 0.118
H 7.007230 7.373731 2.503476 0.3306 0.5012 -0.1262 0.122
H 4.623370 7.427498 4.310949 -0.0797 0.2143 0.0499 0.117
H 6.196250 8.019831 4.848440 0.0962 -0.0426 0.0269 0.122
H 4.319035 5.229872 3.657870 -0.0082 0.4108 -0.0631 0.085
H 4.520710 5.156339 5.403244 0.0605 0.2755 0.1240 0.120
H 6.086571 3.583037 3.309153 0.0257 0.0770 -0.0813 0.071
H 4.866719 2.951029 4.408993 -0.1012 -0.0347 0.1091 0.073
H 6.419865 3.550766 5.029193 0.0406 -0.1177 0.1258 0.080
H 1.393254 6.621815 -1.204046 -0.1505 0.1157 0.0261 0.066
H 2.952247 6.553743 -3.749423 0.2235 -0.2573 -0.0973 0.106
H 1.253647 6.496127 -3.553990 -0.3081 -0.4782 -0.1116 0.126
H 2.607551 4.533625 -4.254650 -0.3555 -0.1807 -0.0768 0.169
H -0.417159 5.116914 -2.775141 0.2461 0.3438 0.0622 0.133
H 0.516924 4.701253 -1.308824 0.5976 0.0147 -0.1931 0.102
H -0.170314 2.275983 -2.157310 -0.1306 -0.1930 -0.2027 0.089
H -1.611130 3.134344 -2.688616 -0.0910 0.0572 -0.0544 0.120
H -2.298011 3.224389 -0.470939 -0.1061 0.1884 0.1289 0.109
H -0.805048 3.927990 0.087510 0.1165 0.1757 -0.1903 0.098
H 0.152538 1.472528 0.038416 0.0430 -0.0274 -0.2025 0.059
H -1.572999 1.000746 -0.058599 0.1028 -0.1781 -0.3724 0.083
H -0.990956 1.951568 1.259578 0.0519 -0.0587 0.1139 0.059
C -0.614341 -1.348066 -5.592637 -0.0036 0.0543 -0.0051 -0.067
C 0.267092 -2.373795 -5.280861 -0.0512 -0.0264 -0.1878 -0.063
C 0.445494 -3.427448 -6.164082 0.1500 -0.0640 0.1314 0.006
C -0.261515 -3.435197 -7.353043 -0.0200 0.1777 0.1549 -0.145
C -1.148198 -2.423810 -7.674783 -0.1758 0.1254 -0.1656 -0.002
C -1.324120 -1.374758 -6.786012 0.1009 -0.0185 0.1041 -0.064
N -0.056691 -4.541167 -8.303530 0.0264 -0.2441 -0.1951 -0.349
O 0.716655 -5.424935 -7.980302 -0.1989 0.2329 -0.0789 0.078
O -0.670025 -4.501931 -9.354331 0.1548 -0.0083 0.2771 0.081
H -0.747699 -0.524936 -4.900797 -0.0122 -0.0451 0.0322 0.104
H 0.812322 -2.347425 -4.351037 -0.0954 -0.0571 0.0539 0.074
H 1.130930 -4.226698 -5.921851 -0.0408 -0.0590 -0.1429 0.120
H -1.698287 -2.443605 -8.604303 0.0795 -0.1325 -0.0270 0.121
H -2.013531 -0.576349 -7.025908 -0.0118 -0.0310 -0.0254 0.107
C -2.172371 -7.840822 -1.589899 -0.0009 0.0027 -0.0290 -0.062
C -1.558596 -7.144557 -0.558460 -0.0386 -0.0300 -0.1489 -0.076
C -2.028305 -5.895734 -0.189558 0.2131 0.0481 0.2039 -0.021
C -3.114486 -5.358642 -0.858047 0.0764 -0.2073 -0.0344 -0.155
C -3.732353 -6.036947 -1.894071 -0.1993 -0.0321 -0.1851 -0.003
C -3.254700 -7.285173 -2.259871 0.1046 -0.0181 0.0980 -0.059
N -3.634821 -4.043633 -0.452894 -0.1054 0.1715 0.0320 -0.350
O -3.062287 -3.456056 0.450698 -0.0562 -0.1292 -0.1787 0.055
O -4.610168 -3.616191 -1.040962 0.2117 -0.0520 0.1199 0.077
H -1.808361 -8.820351 -1.871173 -0.0077 0.0095 0.0083 0.112
H -0.716671 -7.578144 -0.037021 -0.0327 0.0062 0.0355 0.112
H -1.546022 -5.360726 0.615955 -0.1410 0.1122 -0.0117 0.118
H -4.577179 -5.608015 -2.412971 0.0129 0.1059 0.1030 0.119
H -3.730363 -7.828198 -3.065139 -0.0166 0.0262 0.0044 0.110
C -6.564962 -5.908975 4.309809 0.0213 -0.0009 -0.0063 -0.064
C -5.287473 -5.552847 3.897060 -0.1161 -0.0584 0.0263 -0.064
C -4.492715 -6.470983 3.230469 0.1851 0.1821 -0.0395 -0.007
C -4.993126 -7.737254 2.982058 -0.1265 0.1656 0.0985 -0.146
C -6.260750 -8.108463 3.392444 -0.1895 -0.1897 0.0069 0.001
C -7.048857 -7.186348 4.061168 -0.0016 0.1085 0.0474 -0.055
N -4.161646 -8.706318 2.252603 0.1011 -0.1460 -0.1182 -0.340
O -3.042435 -8.352186 1.921567 -0.2188 -0.1272 0.0770 0.062
O -4.639879 -9.800397 2.014828 0.1488 0.2620 0.0573 0.079
H -7.186114 -5.188190 4.825697 0.0065 -0.0137 -0.0001 0.109
H -4.911614 -4.557533 4.092116 0.0240 -0.0162 -0.0214 0.108
H -3.499207 -6.193330 2.909196 -0.0010 -0.1303 -0.0622 0.113
H -6.639963 -9.101053 3.196472 0.1161 -0.0136 -0.0753 0.114
H -8.043398 -7.463995 4.384815 0.0091 -0.0388 -0.0381 0.103
C 0.008119 6.780952 6.815098 0.0022 0.0119 0.0022 -0.063
C 0.931160 5.810621 7.182011 -0.0825 0.0780 -0.0632 -0.059
C 1.094283 4.677639 6.401735 0.2037 -0.0897 0.1459 -0.005
C 0.329327 4.534597 5.257180 -0.0103 0.1962 0.1377 -0.150
C -0.599500 5.489463 4.881739 -0.1650 0.0936 -0.1766 -0.006
C -0.758763 6.618343 5.668713 0.0962 -0.0098 0.0884 -0.062
N 0.518289 3.344718 4.415701 -0.0256 -0.1515 -0.1299 -0.338
O 1.329967 2.514898 4.779414 -0.1445 0.1523 -0.1290 0.076
O -0.145744 3.259947 3.393958 0.1881 0.0229 0.2033 0.055
H -0.113859 7.667060 7.424424 -0.0087 -0.0178 0.0004 0.111
H 1.525796 5.938298 8.076233 -0.0009 -0.0313 -0.0074 0.112
H 1.812117 3.922624 6.688291 -0.0498 -0.0699 -0.1160 0.120
H -1.194960 5.364545 3.989200 0.0631 -0.1311 -0.0068 0.117
H -1.479607 7.373796 5.387114 -0.0081 -0.0269 -0.0116 0.110
C -9.197483 -13.798758 1.901146 0.0013 -0.0121 -0.0069 -0.068
C -8.607434 -13.085871 2.936117 -0.0672 -0.0403 -0.0967 -0.063
C -9.091907 -11.834796 3.280949 0.1777 0.0239 0.1761 -0.008
C -10.167791 -11.314971 2.583188 0.0849 -0.2133 -0.0360 -0.149
C -10.762171 -12.009996 1.545453 -0.1906 -0.0195 -0.1905 -0.003
C -10.270716 -13.259632 1.204595 0.1057 -0.0217 0.0878 -0.063
N -10.699359 -9.996083 2.960735 -0.0883 0.2292 0.0343 -0.346
O -10.140431 -9.399335 3.866770 -0.0896 -0.1011 -0.2181 0.059
O -11.664699 -9.578564 2.349831 0.2519 -0.0851 0.1643 0.083
H -8.820248 -14.778314 1.637211 0.0012 0.0154 -0.0015 0.108
H -7.770651 -13.506783 3.476691 -0.0016 0.0315 0.0054 0.109
H -8.632617 -11.280787 4.086654 -0.1163 0.0889 -0.0155 0.116
H -11.598928 -11.592073 1.005064 0.0105 0.1124 0.1011 0.120
H -10.727163 -13.815463 0.396947 -0.0146 0.0276 0.0027 0.109
```
Forces are in eV/Å.

Computed properties:
Orbital gap (eV): 5.16
Charge: +1
Energy above the lowest of the compared OMol25 structures with the same formula, charge and spin (kJ/mol): 58.3
Multiplicity: 1